[1]
This record from the OMol25 dataset describes C46H44ClInN6O6S3 as an isolated structure in a non-equilibrium geometry. The level of theory is ωB97M-V/def2-TZVPD.

Last column: Löwdin charge in e.
CARTESIAN COORDINATES (ANGSTROEM)
In -0.203 -0.303 -0.502  0.783
S -1.162 -2.057 -2.020  0.723
C -1.934 -0.978 -3.086  -1.065
N -1.529 0.223 -3.355  -0.040
C -2.265 0.811 -4.345  -0.306
C -2.046 2.074 -4.889  -0.017
C -2.822 2.483 -5.955  -0.092
C -3.832 1.669 -6.466  -0.098
C -4.079 0.420 -5.926  -0.096
C -3.284 -0.007 -4.878  -0.460
S -3.301 -1.538 -4.040  1.053
H -1.277 2.706 -4.469  0.110
H -2.637 3.443 -6.414  0.100
H -4.430 2.015 -7.294  0.099
H -4.855 -0.220 -6.318  0.106
C 4.083 0.559 1.008  -0.025
C 3.215 1.630 1.593  -0.210
C 3.777 2.840 1.971  -0.048
C 2.990 3.854 2.483  -0.075
C 1.627 3.664 2.588  -0.041
C 1.028 2.462 2.233  -0.198
C -0.450 2.304 2.400  -0.006
C 1.836 1.423 1.752  -0.211
N 1.345 0.144 1.437  0.146
C 1.511 -0.817 2.251  -0.227
C 2.061 -0.628 3.641  0.016
C 1.199 -2.210 1.850  -0.240
C 1.784 -3.305 2.702  0.013
N 0.505 -2.441 0.815  0.134
C 0.089 -3.741 0.473  -0.250
C -1.066 -4.261 1.082  -0.193
C -1.839 -3.476 2.097  -0.004
C -1.494 -5.532 0.727  -0.041
C -0.812 -6.291 -0.205  -0.073
C 0.336 -5.786 -0.777  -0.046
C 0.801 -4.520 -0.446  -0.230
C 2.051 -4.021 -1.096  -0.037
H 4.996 0.991 0.607  0.079
H 3.547 0.045 0.213  0.045
H 4.360 -0.175 1.764  0.080
H 4.845 2.974 1.872  0.110
H 3.431 4.787 2.798  0.102
H 1.005 4.455 2.983  0.112
H -0.896 3.236 2.738  0.090
H -0.682 1.525 3.126  0.079
H -0.909 2.007 1.458  0.062
H 2.009 0.422 3.924  0.095
H 3.104 -0.940 3.692  0.094
H 1.504 -1.217 4.366  0.090
H 2.845 -3.125 2.862  0.094
H 1.658 -4.267 2.211  0.093
H 1.298 -3.359 3.675  0.093
H -1.195 -3.131 2.904  0.078
H -2.639 -4.077 2.523  0.088
H -2.283 -2.599 1.634  0.069
H -2.378 -5.938 1.194  0.110
H -1.160 -7.281 -0.463  0.103
H 0.902 -6.377 -1.483  0.113
H 2.740 -4.841 -1.284  0.086
H 2.538 -3.268 -0.485  0.052
H 1.794 -3.569 -2.053  0.079
Cl 0.378 7.292 -1.582  0.645
C 0.483 5.568 -1.456  -0.686
C 1.744 4.964 -1.393  -0.093
C 1.842 3.612 -1.239  0.005
C 0.699 2.767 -1.163  -0.336
O 0.893 1.510 -1.057  -0.117
C -0.573 3.409 -1.238  -0.130
C -1.782 2.656 -1.115  -0.180
O -1.894 1.448 -0.970  -0.026
C -0.651 4.807 -1.387  -0.064
H 2.634 5.571 -1.457  0.106
H 2.805 3.133 -1.178  0.117
H -2.712 3.263 -1.134  0.144
H -1.622 5.278 -1.435  0.113
O -3.187 -0.687 0.011  0.033
C -2.676 -0.329 1.054  -0.654
O -1.419 -0.268 1.288  -0.133
C -3.519 0.074 2.240  -0.118
C -3.017 -0.077 3.524  -0.039
C -3.742 0.314 4.644  0.016
C -4.970 0.889 4.418  -0.204
O -5.865 1.386 5.327  0.033
C -6.916 1.936 4.565  -0.165
O -6.706 1.653 3.201  0.035
C -5.479 1.043 3.126  -0.187
C -4.781 0.631 2.020  0.085
H -2.036 -0.512 3.644  0.106
H -3.366 0.180 5.644  0.116
H -6.937 3.028 4.717  0.139
H -7.872 1.505 4.895  0.138
H -5.160 0.729 1.017  0.134
C 6.468 -1.084 -2.127  -0.102
C 5.316 -2.040 -1.819  -0.244
C 4.006 -1.454 -2.191  -0.611
N 3.030 -1.258 -1.391  -0.032
N 1.927 -0.771 -1.952  -0.050
C 2.048 -0.536 -3.226  -0.672
N 1.128 0.001 -4.010  0.140
S 3.638 -0.985 -3.850  1.097
H 7.414 -1.544 -1.856  0.073
H 6.355 -0.159 -1.568  0.071
H 6.491 -0.845 -3.189  0.061
H 5.287 -2.278 -0.755  0.115
H 5.456 -2.969 -2.379  0.113
H 0.213 0.244 -3.609  0.049
H 1.270 0.041 -5.004  0.107

Summary:
**ΔE to the lowest compared entry with this formula, charge and spin**: 68.2 kJ/mol
**Kohn-Sham gap**: 7.13 eV
**2S+1**: 1

[2]
This record from the OMol25 dataset describes C18H25N3O2 as an isolated structure in a non-equilibrium geometry. The level of theory is ωB97M-V/def2-TZVPD.

Last column: natural (NBO) charge in e.
CARTESIAN COORDINATES (ANGSTROEM)
N -0.971 -0.734 -0.704  -0.870
C -2.195 -1.318 -0.543  0.655
O -2.388 -2.609 -0.580  -0.652
C -3.259 -0.422 -0.182  -0.310
C -3.681 0.353 -1.564  -0.394
C -2.729 1.335 -1.906  -0.262
N -1.822 1.940 -0.760  -0.482
C -2.648 1.907 0.217  -0.190
C -2.818 0.498 0.857  -0.414
H -3.648 0.677 1.667  0.215
H -2.005 0.063 1.485  0.233
H -3.600 2.296 0.113  0.174
H -2.007 2.724 0.884  0.180
C -1.376 3.012 -1.342  -0.192
C -0.019 3.396 -0.691  -0.426
C 0.963 2.254 -0.466  0.657
O 1.640 2.153 -1.550  -0.634
N 0.918 1.532 0.616  -0.556
C 1.373 0.225 0.750  0.139
C 1.198 -0.357 2.169  -0.219
C 1.842 -1.584 2.317  -0.202
C 2.691 -2.246 1.706  -0.038
C 2.901 -1.620 0.369  0.040
C 2.399 -0.366 0.127  -0.237
H 2.569 -0.063 -1.214  0.219
C 3.847 -2.359 -0.512  -0.431
H 3.477 -2.772 -1.288  0.208
H 4.586 -1.914 -0.993  0.217
C 4.561 -3.331 0.693  -0.365
H 5.378 -2.849 1.063  0.214
H 4.683 -4.415 0.113  0.218
C 3.457 -3.471 1.533  -0.444
H 2.665 -4.284 1.456  0.244
H 3.904 -3.509 2.616  0.209
H 1.613 -1.963 3.344  0.190
H 0.376 0.016 2.777  0.213
H 0.237 1.764 1.093  0.380
H 0.387 4.313 -0.792  0.238
H -0.322 3.658 0.479  0.133
H -0.979 2.753 -2.280  0.230
H -2.048 4.062 -1.249  0.169
H -3.367 2.000 -2.168  0.199
H -2.073 0.825 -2.675  0.226
H -3.883 -0.414 -2.138  0.234
H -4.662 0.588 -1.155  0.207
H -4.111 -0.997 0.187  0.246
H -0.907 0.374 -0.814  0.425
H -0.148 -1.123 -1.065  0.410

Summary:
**ΔE to the lowest compared entry with this formula, charge and spin**: 1420.0 kJ/mol
**Kohn-Sham gap**: 8.74 eV
**2S+1**: 1